ORCA calculation (ωB97M-V/def2-TZVPD) on a structure of composition C14H19Cl3F6HfO2 at a distorted geometry.

Charge: -2

Each line ends with the natural charge from an NBO analysis.
Geometry (Å):
C -0.952 -2.288 -1.699  -0.12
C -0.116 -1.778 -2.730  -0.15
C -0.620 -0.509 -3.116  -0.18
C 1.144 -2.376 -3.228  -0.62
C -1.777 -0.246 -2.321  -0.17
C -1.983 -1.334 -1.423  -0.06
C -2.974 -1.436 -0.384  -0.68
C -0.757 -3.581 -1.054  -0.86
C 0.031 0.405 -4.071  -0.62
C -2.555 1.008 -2.395  -0.62
Hf 2.458 0.105 1.167  1.79
Cl 4.294 0.322 0.098  -0.39
Cl 2.599 -1.904 2.242  -0.46
Cl 0.894 0.577 -0.454  -0.36
H 1.204 -3.428 -2.947  0.21
H 2.019 -1.859 -2.798  0.15
H 1.200 -2.297 -4.313  0.17
H 1.100 0.557 -3.830  0.17
H -0.452 1.387 -4.062  0.18
H -0.014 0.019 -5.101  0.16
H -1.923 1.876 -2.161  0.16
H -3.377 0.979 -1.673  0.19
H -2.982 1.166 -3.390  0.16
H -3.613 -0.558 -0.334  0.15
H -2.474 -1.624 0.586  0.28
H -3.623 -2.311 -0.539  0.17
H 0.298 -3.822 -0.919  0.15
H -1.279 -4.390 -1.568  0.14
H -1.193 -3.469 0.276  0.40
O -1.549 -2.930 1.169  -1.13
H -0.981 -3.044 1.927  0.41
C 0.093 2.822 2.651  -0.65
C 1.426 2.414 3.236  0.13
O 2.168 1.550 2.409  -0.86
C 2.362 3.650 3.444  0.97
F 1.862 4.612 4.284  -0.33
F 3.591 3.279 3.878  -0.31
F 2.529 4.235 2.210  -0.33
C 1.214 1.579 4.567  0.96
F 0.516 2.251 5.535  -0.33
F 0.496 0.460 4.227  -0.32
F 2.395 1.159 5.076  -0.32
H 0.251 3.228 1.637  0.26
H -0.377 3.587 3.291  0.22
H -0.574 1.956 2.601  0.26

Forces on the atoms, in the same order (eV/Å):
C 0.143 0.868 -0.533
C -1.096 0.800 0.505
C -0.569 -0.645 0.955
C -0.064 0.006 0.157
C 0.803 -0.769 -0.078
C 2.137 0.379 -2.255
C -1.193 -0.204 1.081
C -0.026 -1.153 0.499
C 0.181 0.211 -0.265
C -0.203 0.151 0.145
Hf -4.935 0.206 0.904
Cl 4.772 0.702 -2.427
Cl 0.006 -1.304 0.748
Cl -0.250 -0.259 -0.048
H 0.051 -0.079 -0.004
H 0.252 -0.066 -0.133
H 0.272 -0.016 -0.331
H -0.047 0.070 -0.128
H 0.032 0.102 -0.103
H 0.142 0.171 -0.170
H -0.108 0.311 0.000
H -0.030 0.166 -0.055
H -0.153 0.227 -0.121
H -0.304 0.326 -0.022
H -0.701 0.449 -0.510
H -0.173 0.004 0.153
H 0.376 -0.334 -0.291
H 0.029 -0.495 -0.230
H 0.649 -0.244 -1.808
O -0.757 0.290 3.305
H 0.581 -0.318 0.434
C -0.259 0.396 -0.155
C 1.017 -0.876 0.502
O -0.625 1.206 1.124
C 0.097 0.171 -0.715
F 0.548 -1.027 -0.693
F -0.951 0.623 -0.107
F -0.045 -0.270 1.345
C -0.315 -0.377 -0.629
F 0.770 -0.619 -0.829
F 0.689 1.203 0.686
F -0.971 0.375 0.020
H -0.121 -0.254 0.476
H 0.167 -0.238 -0.264
H 0.184 0.134 -0.135

***

ORCA calculation (ωB97M-V/def2-TZVPD) on a cluster of 8 separate species, C56H126BrN7 in total at a distorted geometry.

Charge: +6

Each line ends with the Löwdin charge.
Geometry (Å):
C 8.004 17.422 9.977  -0.07
C 8.852 16.603 8.955  -0.20
C 9.940 17.499 8.310  -0.13
N 10.904 16.724 7.492  -0.26
C 10.352 16.161 6.228  0.08
C 12.153 17.665 7.214  -0.06
C 13.173 16.656 6.858  -0.22
C 12.926 15.435 7.655  -0.11
C 11.534 15.714 8.333  -0.12
H 7.084 16.951 10.326  0.09
H 7.535 18.329 9.598  0.10
H 8.660 17.502 10.843  0.04
H 8.113 16.368 8.188  0.12
H 9.215 15.657 9.354  0.09
H 10.488 18.042 9.080  0.13
H 9.334 18.125 7.655  0.15
H 11.147 15.924 5.520  0.12
H 9.839 17.001 5.760  0.13
H 9.687 15.323 6.438  0.13
H 12.033 18.297 6.335  0.15
H 12.436 18.119 8.164  0.12
H 13.123 16.464 5.787  0.13
H 14.179 17.067 6.946  0.11
H 12.989 14.608 6.948  0.14
H 13.640 15.276 8.462  0.08
H 10.856 14.865 8.429  0.13
H 11.827 16.030 9.334  0.12
C 15.566 12.713 12.816  -0.09
C 15.895 13.440 11.536  -0.20
C 16.945 14.660 11.614  -0.11
N 16.373 16.034 11.337  -0.21
C 15.678 16.646 12.582  0.05
C 15.485 15.992 10.052  -0.10
C 15.685 17.315 9.322  -0.15
C 16.934 18.026 9.920  -0.14
C 17.516 17.033 10.855  -0.10
H 14.850 13.303 13.388  0.06
H 16.417 12.562 13.480  0.06
H 15.180 11.731 12.542  0.10
H 15.036 13.664 10.903  0.07
H 16.509 12.741 10.967  0.12
H 17.713 14.479 10.862  0.06
H 17.421 14.622 12.594  0.12
H 14.920 15.937 12.915  0.09
H 15.271 17.625 12.332  0.09
H 16.522 16.831 13.246  0.10
H 14.511 15.987 10.541  0.10
H 15.698 15.159 9.383  0.14
H 14.783 17.839 9.007  0.09
H 16.043 16.955 8.357  0.11
H 16.603 18.885 10.503  0.10
H 17.619 18.332 9.128  0.13
H 18.043 17.477 11.700  0.12
H 18.213 16.380 10.330  0.06
C 12.203 13.172 11.147  -0.06
C 11.655 14.414 11.865  -0.23
C 11.349 14.289 13.424  -0.07
N 10.749 15.612 13.998  -0.22
C 9.692 16.334 13.113  0.04
C 11.994 16.530 14.383  -0.08
C 11.575 17.313 15.629  -0.15
C 10.462 16.472 16.275  -0.12
C 10.171 15.251 15.383  -0.06
H 12.034 13.118 10.072  0.08
H 11.429 12.469 11.458  0.09
H 13.135 12.777 11.552  0.06
H 10.729 14.697 11.365  0.09
H 12.384 15.216 11.751  0.07
H 12.239 13.976 13.970  0.12
H 10.522 13.579 13.456  0.14
H 9.302 17.085 13.800  0.11
H 8.862 15.705 12.791  0.12
H 10.186 16.871 12.303  0.08
H 12.253 17.160 13.531  0.11
H 12.828 15.855 14.574  0.11
H 11.225 18.303 15.336  0.11
H 12.395 17.560 16.303  0.12
H 9.648 17.149 16.535  0.13
H 10.886 16.055 17.189  0.13
H 9.216 14.731 15.305  0.16
H 10.894 14.521 15.749  0.13
C 24.920 14.733 13.333  -0.07
C 24.103 15.663 14.285  -0.20
C 22.575 15.907 13.961  -0.08
N 22.087 17.330 14.425  -0.26
C 22.336 17.480 15.957  0.07
C 22.623 18.564 13.773  -0.15
C 21.666 19.660 13.949  -0.18
C 20.308 19.027 13.942  -0.13
C 20.622 17.494 14.008  -0.10
H 24.494 13.731 13.281  0.06
H 25.892 14.645 13.819  0.09
H 25.072 15.006 12.289  0.09
H 24.634 16.613 14.354  0.10
H 24.197 15.185 15.260  0.10
H 21.817 15.242 14.374  0.11
H 22.563 15.991 12.874  0.07
H 21.607 16.737 16.281  0.10
H 21.971 18.452 16.289  0.10
H 23.381 17.321 16.225  0.11
H 23.638 18.751 14.124  0.15
H 22.641 18.302 12.715  0.15
H 21.955 20.130 14.889  0.13
H 21.845 20.345 13.121  0.14
H 19.784 19.293 14.860  0.11
H 19.690 19.368 13.112  0.10
H 19.990 16.961 14.718  0.12
H 20.733 16.965 13.061  0.07
C 22.666 9.490 18.186  -0.07
C 22.441 9.387 16.643  -0.19
C 21.959 10.825 16.188  -0.11
N 21.304 10.875 14.785  -0.24
C 22.144 10.204 13.695  0.04
C 20.961 12.316 14.331  -0.06
C 19.720 12.116 13.322  -0.15
C 19.089 10.780 13.741  -0.18
C 19.875 10.195 14.873  -0.07
H 23.421 10.257 18.364  0.08
H 22.940 8.555 18.674  0.09
H 21.726 9.812 18.635  0.07
H 21.724 8.637 16.311  0.10
H 23.315 9.119 16.049  0.11
H 22.821 11.485 16.091  0.13
H 21.248 11.367 16.811  0.12
H 22.969 10.856 13.410  0.11
H 21.637 10.003 12.751  0.11
H 22.485 9.211 13.988  0.11
H 21.805 12.843 13.885  0.11
H 20.584 12.801 15.231  0.12
H 20.008 12.177 12.272  0.06
H 18.980 12.915 13.370  0.07
H 18.961 10.059 12.933  0.12
H 18.051 10.919 14.044  0.10
H 20.050 9.135 14.686  0.14
H 19.468 10.404 15.862  0.14
C 15.876 20.058 2.995  -0.08
C 15.391 21.137 3.951  -0.27
C 16.327 21.335 5.087  -0.12
N 15.861 22.379 6.119  -0.21
C 15.497 23.675 5.395  0.03
C 14.635 21.762 6.893  -0.08
C 15.170 20.971 8.067  -0.18
C 16.427 21.719 8.435  -0.14
C 16.840 22.738 7.316  -0.01
H 15.890 19.073 3.460  0.07
H 16.835 20.270 2.522  0.10
H 15.173 19.933 2.171  0.10
H 14.340 21.046 4.222  0.12
H 15.460 21.980 3.263  0.12
H 17.284 21.709 4.723  0.15
H 16.306 20.306 5.446  0.13
H 15.057 24.403 6.076  0.11
H 14.783 23.543 4.582  0.11
H 16.446 24.050 5.013  0.13
H 14.133 22.669 7.231  0.14
H 13.931 21.140 6.341  0.12
H 14.449 21.024 8.882  0.11
H 15.389 19.930 7.828  0.10
H 16.371 22.230 9.396  0.09
H 17.198 20.955 8.535  0.11
H 16.791 23.807 7.520  0.13
H 17.855 22.685 6.924  0.14
C 15.191 19.791 15.302  -0.07
C 15.394 21.078 14.507  -0.22
C 14.180 21.651 13.760  -0.14
N 14.194 23.031 13.057  -0.23
C 15.157 22.860 11.783  0.07
C 14.684 24.141 13.895  -0.13
C 14.102 25.330 13.225  -0.15
C 12.813 24.961 12.571  -0.13
C 12.768 23.489 12.776  -0.09
H 14.300 19.692 15.923  0.08
H 15.955 19.275 15.883  0.09
H 14.968 19.015 14.571  0.04
H 16.181 21.008 13.756  0.09
H 15.981 21.897 14.923  0.11
H 13.373 21.504 14.477  0.13
H 13.735 20.906 13.100  0.12
H 16.194 22.809 12.114  0.11
H 14.967 23.759 11.196  0.11
H 14.865 21.966 11.232  0.08
H 15.756 24.095 14.084  0.15
H 14.150 23.964 14.829  0.15
H 14.911 25.707 12.601  0.13
H 13.923 26.031 14.040  0.15
H 12.750 25.342 11.552  0.13
H 11.879 25.315 13.008  0.14
H 12.478 22.836 11.952  0.14
H 12.255 23.197 13.692  0.14
Br 20.653 14.777 10.819  -0.38

Forces on the atoms, in the same order (eV/Å):
C 0.464 -0.866 0.223
C -1.507 0.755 -0.425
C -2.188 -0.840 0.363
N 1.657 2.227 0.770
C -0.204 0.873 -0.437
C -0.732 -1.090 -0.506
C 1.728 0.763 -1.545
C -0.694 -1.173 0.576
C 1.612 -2.204 -0.492
H 0.286 -0.888 -0.114
H 0.965 0.465 -0.121
H -0.354 0.971 0.226
H 0.298 -0.437 -0.351
H -0.020 0.229 0.287
H 0.048 0.120 -0.239
H 0.674 0.591 0.001
H 0.002 -0.454 0.413
H -0.439 -0.255 -0.007
H 0.121 0.141 -0.089
H -0.714 0.538 0.632
H -0.622 0.457 -0.158
H -0.103 -0.238 0.008
H 0.045 0.045 0.268
H -0.342 -0.421 0.554
H 0.025 -0.132 -0.247
H 0.315 -0.061 -0.116
H -0.789 0.721 0.003
C -0.385 0.566 0.200
C 2.234 0.729 -0.573
C -1.270 -1.220 0.081
N 0.845 1.397 -1.039
C 1.085 -0.509 -1.721
C -0.739 1.255 2.293
C 1.516 -1.013 -1.700
C -2.141 0.721 0.318
C 0.505 -1.797 0.406
H -0.357 -0.310 0.260
H 0.195 0.021 -0.250
H -0.256 0.056 0.353
H -0.058 0.007 0.243
H -0.254 -0.155 -0.333
H 0.138 0.244 0.104
H 0.087 0.451 -0.071
H 0.187 0.149 0.252
H -0.225 -0.155 -0.234
H -0.419 -0.390 0.446
H -0.402 -0.711 -0.689
H 0.106 -0.202 0.760
H 0.013 0.437 0.934
H 0.034 0.202 -0.354
H 0.124 0.413 -0.204
H 0.080 -0.009 0.291
H -0.149 -0.307 0.111
H 0.310 -0.090 0.200
C -1.936 -0.836 1.604
C 0.774 0.809 0.620
C -1.276 0.485 -2.788
N 1.402 -0.640 -0.094
C 1.170 0.275 1.524
C -1.014 -0.181 -0.201
C -0.185 0.171 -0.904
C -0.123 0.237 0.793
C 1.628 0.471 -0.236
H 0.755 0.592 -0.054
H 0.227 -0.879 0.004
H 0.034 0.241 -0.475
H 0.001 0.158 0.042
H -0.014 0.574 -0.087
H -0.408 0.136 0.278
H 0.253 -0.282 0.567
H -0.233 0.057 -0.137
H 0.409 -0.317 0.069
H 0.013 -0.416 -0.031
H -0.174 -0.098 -0.088
H -0.223 -0.110 0.040
H -0.380 -0.080 -0.134
H 0.137 -0.570 -0.019
H -0.269 -0.503 -0.041
H -0.488 0.170 0.228
H -0.190 0.648 0.000
H -0.230 -0.356 -0.147
C -0.498 -0.070 0.382
C -0.650 -0.626 0.018
C 1.887 2.021 -0.543
N 0.099 0.821 1.919
C -1.770 -0.527 -1.477
C 2.083 -2.004 -1.686
C 0.893 1.293 0.421
C -0.375 -1.082 0.923
C 0.570 -0.186 0.091
H -0.103 -0.081 0.222
H 0.067 -0.094 -0.238
H -0.192 0.615 0.180
H -0.168 0.151 -0.083
H -0.072 0.193 0.190
H 0.359 -0.190 -0.172
H -0.742 -0.408 -0.079
H 0.638 -0.163 0.991
H 0.224 -0.005 -0.124
H -0.293 -0.180 -0.172
H -0.083 0.072 -0.117
H 0.444 -0.039 -0.183
H -0.635 0.545 -0.069
H -0.153 0.270 0.288
H -0.174 0.061 -0.058
H 0.076 -0.466 -0.163
H 0.013 -0.160 -0.189
H -1.168 0.150 -0.381
C -0.358 -0.144 -1.027
C -0.680 1.278 -0.018
C 0.724 -0.383 -1.346
N -0.986 -0.251 -0.711
C 0.078 -0.090 -0.004
C -1.807 -1.150 -0.594
C 1.003 0.058 0.469
C -1.056 0.131 -0.582
C 1.822 -0.047 -0.441
H 0.058 -0.147 0.218
H 0.189 0.069 -0.303
H 0.030 0.052 0.121
H -0.405 -0.025 0.569
H 0.390 0.273 0.436
H 0.194 -0.051 0.100
H -0.074 -0.556 0.336
H 0.130 -0.077 0.495
H -0.811 0.467 0.277
H 0.111 0.326 0.489
H 0.027 -0.296 0.147
H 0.255 0.176 0.012
H 0.442 -0.326 0.116
H 0.264 0.257 0.552
H 0.539 0.124 -0.216
H 0.005 0.155 0.332
H -0.094 0.019 0.596
H 0.211 -0.109 -0.069
C -0.499 -1.156 0.018
C -0.159 1.561 -2.466
C 0.177 0.271 0.379
N -1.672 -0.609 0.843
C 0.253 -0.221 0.100
C 0.165 0.924 -0.198
C -0.110 0.945 -0.295
C 1.919 0.358 0.169
C -0.623 -1.231 -1.274
H 0.367 -0.153 0.134
H 0.070 0.076 0.336
H -0.085 0.282 0.016
H 0.064 -0.299 0.143
H -0.439 0.572 0.330
H 0.174 -0.519 0.159
H 1.002 0.303 1.325
H 0.232 -0.231 0.273
H 0.235 -0.389 0.132
H -0.166 0.157 -0.144
H -0.290 -0.221 0.163
H 0.380 0.527 -0.778
H -0.143 -0.247 -0.070
H -0.128 0.056 -0.110
H -0.064 0.048 -0.112
H 0.389 0.361 0.113
H -0.907 -0.148 0.303
H 0.033 -0.762 0.078
C -1.062 -1.148 -0.750
C 2.051 1.757 -1.308
C -1.384 -1.085 0.932
N 2.052 -2.994 -0.542
C -1.844 0.801 1.207
C -0.592 -1.110 1.403
C 1.501 2.214 1.407
C -1.009 0.120 -0.838
C 0.621 -2.360 -0.921
H -0.090 0.946 0.250
H 0.658 1.109 -0.007
H -0.054 -0.221 -0.526
H 0.097 -1.431 -0.628
H -0.858 0.207 1.650
H -0.326 1.625 0.531
H 0.726 0.083 -1.145
H -0.237 0.051 0.146
H 0.265 -0.118 -0.115
H -0.099 0.083 0.193
H -0.120 0.195 -0.244
H 0.299 0.097 0.382
H -0.621 0.581 -0.453
H 0.254 0.520 -0.355
H 0.184 -0.506 -0.189
H 0.394 0.571 0.432
H -0.629 0.262 -0.047
H -0.254 0.153 -0.193
Br -0.572 0.334 0.432

***

| no. | E (eV) | highest occupied orbital energy (eV) | orbital gap (eV) |
| --- | --- | --- | --- |
| 1 | -74102.711 | 1.925 | 2.2 |
| 2 | -140523.433 | -17.602 | 5.4 |